C23H25N3O4S in the gas phase. Source: the Open Molecules 2025 dataset; level of theory: the ωB97M-V functional and the def2-TZVPD basis.

```
56
C23H25N3O4S (the ωB97M-V functional and the def2-TZVPD basis)
S 3.679 -2.909 -2.001
O 3.624 -4.304 -2.316
O 7.299 -3.329 0.223
O 4.453 -2.028 -2.828
O -2.778 -1.071 -2.233
N 4.174 -2.747 -0.393
N -2.422 2.661 0.760
N -2.209 0.026 -0.347
C -3.515 0.641 -0.210
C -6.291 4.288 2.940
C 2.018 -2.266 -1.852
C 6.754 -4.573 -1.543
C -4.946 5.888 1.770
C -0.528 -1.272 -1.514
C 0.479 -0.450 -2.011
C 8.409 -3.518 -0.512
C -4.075 3.690 2.217
C 6.291 -3.980 -0.405
C -2.947 2.696 2.115
C -5.268 3.360 2.844
C -3.364 2.169 -0.228
C 1.760 -0.950 -2.178
C -1.265 0.454 0.658
C -1.148 1.990 0.619
C -6.132 5.553 2.403
C -3.922 4.963 1.681
C 4.914 -3.876 0.158
C 1.026 -3.100 -1.376
C 8.137 -4.273 -1.608
C -1.940 -0.764 -1.406
C -0.255 -2.602 -1.211
H 0.256 0.573 -2.273
H 6.172 -5.138 -2.240
H -3.970 0.312 0.731
H 1.269 -4.127 -1.157
H -6.931 6.276 2.474
H 4.342 -4.767 -0.103
H 9.315 -3.072 -0.151
H 2.560 -0.343 -2.571
H -4.332 2.642 -0.057
H -5.399 2.372 3.264
H -0.472 2.331 1.405
H -0.293 -0.009 0.486
H -1.632 0.138 1.643
H -3.293 1.714 2.478
H -2.996 5.211 1.185
H -1.049 -3.240 -0.853
H -4.818 6.874 1.348
H -0.729 2.283 -0.349
H 4.954 -3.758 1.244
H 4.683 -1.879 -0.297
H -2.997 2.475 -1.213
H -7.214 4.021 3.433
H -4.133 0.303 -1.042
H 8.827 -4.579 -2.368
H -2.131 3.022 2.769
```

Calculated values
* calculated total energy: -1754.8341 Eh
* relative energy (zero: lowest compared OMol25 entry of this formula, charge and spin): 255.00 kJ/mol
* charge: 0
* frontier orbital gap: 8.902 eV
* highest occupied orbital energy: -0.312 hartree